No. 1
Formula: C3H7N3O
Source: OMol25
Level of theory: ωB97M-V with the def2-TZVPD basis set

Properties
relative energy (zero: lowest compared OMol25 entry of this formula, charge and spin): 1.921 eV
charge: 0

Geometry as XYZ:
```
14
Properties=species:S:1:pos:R:3:nbo_charge:R:1
H 1.606 1.214 -0.874 0.38
N 0.722 1.218 -0.355 -0.59
C 0.357 0.017 -0.198 0.29
N -0.791 -0.347 0.544 -0.48
C -1.796 0.425 0.470 0.03
C 1.197 -1.137 -0.732 0.60
N 0.744 -2.367 -0.408 -0.80
O 2.187 -0.907 -1.405 -0.60
H -1.825 1.294 -0.194 0.18
H -2.669 0.219 1.090 0.18
H -0.028 -2.462 0.235 0.42
H 1.285 -3.171 -0.684 0.41
H -0.716 3.186 1.492 -0.04
H -0.273 2.818 1.017 0.03
```

No. 2
Formula: C3H7N3O
Source: OMol25
Level of theory: ωB97M-V with the def2-TZVPD basis set

Properties
relative energy (zero: lowest compared OMol25 entry of this formula, charge and spin): 5.645 eV
charge: 0

Geometry as XYZ:
```
14
Properties=species:S:1:pos:R:3:nbo_charge:R:1
N 0.013 -2.216 -1.276 -0.65
N -0.129 -1.668 0.159 -0.49
C -0.004 -0.338 0.510 0.73
O 0.108 -0.226 1.745 -0.63
N 0.082 0.647 -0.559 -0.51
C 0.714 2.053 -0.137 -0.25
C -0.724 1.918 -0.261 -0.30
H -0.907 -2.063 -1.884 0.34
H 0.609 -1.348 -1.669 0.37
H -0.522 -2.549 0.782 0.44
H 1.291 2.637 -0.960 0.22
H 1.142 2.055 0.916 0.23
H -1.343 2.484 -0.968 0.24
H -0.808 1.452 0.880 0.26
```

No. 3
Formula: C3H7N3O
Source: OMol25
Level of theory: ωB97M-V with the def2-TZVPD basis set

Properties
relative energy (zero: lowest compared OMol25 entry of this formula, charge and spin): 5.748 eV
charge: 0

Geometry as XYZ:
```
14
Properties=species:S:1:pos:R:3:nbo_charge:R:1
C -1.516 1.677 0.017 -0.20
N -0.382 0.918 -0.104 -0.24
N -0.546 -0.416 -0.234 -0.27
C -1.767 -1.273 0.205 -0.43
C 0.692 -1.112 -0.105 0.10
N 1.878 -0.528 0.074 -0.13
O 2.115 0.759 0.075 -0.53
H -2.384 1.049 -0.189 0.16
H -1.650 2.706 0.155 0.21
H -2.079 -1.028 1.208 0.22
H -1.372 -2.205 0.020 0.21
H -2.527 -1.229 -0.628 0.21
H 0.730 -2.271 -0.225 0.21
H 1.263 1.336 0.216 0.48
```

No. 4
Formula: C3H7N3O
Source: OMol25
Level of theory: ωB97M-V with the def2-TZVPD basis set

Properties
relative energy (zero: lowest compared OMol25 entry of this formula, charge and spin): 3.495 eV
charge: 0

Geometry as XYZ:
```
14
Properties=species:S:1:pos:R:3:nbo_charge:R:1
H 2.447 -1.750 -0.021 0.33
N 1.429 -1.871 -0.004 -0.73
C 0.826 -0.726 0.021 0.45
C 1.609 0.563 0.014 -0.69
N -0.530 -0.722 0.050 -0.63
C -1.386 0.426 -0.032 -0.15
N -2.817 0.022 -0.100 0.16
O -3.575 0.969 0.141 -0.26
H 1.355 1.139 -0.880 0.22
H 1.356 1.148 0.902 0.22
H 2.685 0.372 0.013 0.23
H -0.963 -1.637 -0.007 0.42
H -1.255 1.069 0.845 0.20
H -1.182 0.999 -0.942 0.21
```

No. 5
Formula: C3H7N3O
Source: OMol25
Level of theory: ωB97M-V with the def2-TZVPD basis set

Properties
relative energy (zero: lowest compared OMol25 entry of this formula, charge and spin): 5.234 eV
charge: 0

Geometry as XYZ:
```
14
Properties=species:S:1:pos:R:3:nbo_charge:R:1
C -0.272 0.495 0.121 0.61
C -2.088 -1.055 -0.065 -0.29
C 1.570 0.724 0.953 -0.28
N -0.589 1.542 -0.496 -0.76
N 2.208 -0.440 -0.983 -0.32
N 2.518 0.195 -0.020 -0.13
O -0.702 -0.733 0.374 -0.52
H -2.705 -0.875 0.817 0.19
H -2.171 -2.195 -0.182 0.21
H -2.471 -0.527 -0.945 0.20
H 1.735 0.175 1.927 0.22
H 1.643 1.760 0.968 0.21
H -1.610 1.554 -0.813 0.34
H 2.934 -0.622 -1.655 0.32
```

No. 6
Formula: C3H7N3O
Source: OMol25
Level of theory: ωB97M-V with the def2-TZVPD basis set

Properties
relative energy (zero: lowest compared OMol25 entry of this formula, charge and spin): 1.427 eV
charge: 0

Geometry as XYZ:
```
14
Properties=species:S:1:pos:R:3:nbo_charge:R:1
C -2.653 -0.059 0.289 -0.42
N -1.240 -0.355 0.388 -0.63
C -0.334 0.347 -0.361 0.79
O -0.645 1.224 -1.134 -0.60
N 1.005 -0.062 -0.144 -0.68
C 2.042 0.723 -0.544 0.23
N 3.220 0.158 -0.275 -0.81
H -2.748 0.931 -0.159 0.24
H -3.110 -0.050 1.283 0.20
H -3.181 -0.782 -0.344 0.19
H -0.931 -1.042 1.057 0.39
H 1.145 -0.914 0.403 0.35
H 4.051 0.679 -0.499 0.40
H 3.379 -0.797 0.042 0.35
```

No. 7
Formula: C3H7N3O
Source: OMol25
Level of theory: ωB97M-V with the def2-TZVPD basis set

Properties
relative energy (zero: lowest compared OMol25 entry of this formula, charge and spin): 0.115 eV
charge: 0

Geometry as XYZ:
```
14
Properties=species:S:1:pos:R:3:nbo_charge:R:1
H 0.922 -1.110 -3.878 0.35
N 1.135 -0.459 -3.126 -0.69
C 0.553 -0.827 -2.059 0.28
N 0.704 -0.086 -0.899 -0.65
C -0.140 -0.269 0.196 0.79
O -0.955 -1.175 0.243 -0.65
N 0.028 0.659 1.182 -0.62
C -0.861 0.712 2.323 -0.42
H -0.093 -1.695 -1.916 0.19
H 1.237 0.767 -1.006 0.40
H 0.778 1.327 1.117 0.39
H -1.695 0.039 2.119 0.24
H -1.245 1.729 2.457 0.20
H -0.368 0.390 3.247 0.19
```

No. 8
Formula: C3H7N3O
Source: OMol25
Level of theory: ωB97M-V with the def2-TZVPD basis set

Properties
relative energy (zero: lowest compared OMol25 entry of this formula, charge and spin): 0.318 eV
charge: 0

Geometry as XYZ:
```
14
Properties=species:S:1:pos:R:3:nbo_charge:R:1
H -3.927 -0.850 -0.543 0.35
N -3.148 -0.770 0.105 -0.68
C -2.206 -0.101 -0.420 0.28
N -1.051 0.130 0.309 -0.65
C 0.151 0.487 -0.299 0.79
O 0.251 0.718 -1.489 -0.63
N 1.202 0.514 0.586 -0.64
C 2.488 -0.029 0.189 -0.41
H -2.170 0.335 -1.421 0.19
H -1.008 -0.384 1.179 0.40
H 0.981 0.503 1.569 0.38
H 2.399 -0.409 -0.831 0.23
H 2.753 -0.865 0.848 0.19
H 3.284 0.720 0.218 0.20
```

Asked for HOMO energy across the records above, the calculation gives -10.329, -9.322, -8.005, -9.012, -8.103, -8.564, -9.620, -9.714 eV in order.
Asked for LUMO energy across the records above, the calculation gives -0.02, 1.00, 0.64, -0.79, 0.91, 0.76, 0.79, 0.78 eV in order.
Asked for energy across the records above, the calculation gives -9741.112, -9737.388, -9737.285, -9739.538, -9737.800, -9741.606, -9742.918, -9742.716 eV in order.